Entry 1:
The following is a DFT calculation (ωB97M-V with the def2-TZVPD basis set) of the molecule C4H5N3O in a non-equilibrium geometry.

## Properties
SMILES: C#C/C(=N/O)NN=C
Energy relative to the best compared isomer or geometry (same formula, charge and spin) (kcal/mol): 166.4
Kohn-Sham gap (eV): 9.35

Structure (ORCA input):
```
! wB97M-V def2-TZVPD RIJCOSX def2/J DEFGRID3
* xyz 0 1
C 3.18 -0.86 -0.22
C 2.05 -0.46 0.06
C 0.71 0.12 0.15
N 0.66 1.42 0.06
O -0.65 2.03 -0.08
N -0.41 -0.78 0.21
N -1.70 -0.37 -0.13
C -2.71 -1.08 -0.10
H 4.14 -1.25 -0.33
H -1.44 1.40 0.27
H -0.31 -1.73 0.79
H -2.58 -2.20 -0.10
H -3.75 -0.58 -0.35
*
```

Here is what Löwdin gives for the atomic charges, in e: C 0.138; C -0.061; C -0.366; N 0.063; O -0.140; N 0.010; N -0.107; C -0.062; H 0.013; H 0.118; H 0.196; H 0.082; H 0.117

---

Entry 2:
The following is a DFT calculation (ωB97M-V with the def2-TZVPD basis set) of a structure of composition C14H26F2GaNOPSi in a non-equilibrium geometry.

## Properties
Kohn-Sham gap (eV): 6.64

Structure (ORCA input):
```
! wB97M-V def2-TZVPD RIJCOSX def2/J DEFGRID3
* xyz -1 1
C -3.31 1.77 -2.25
Si -2.01 0.76 -1.29
C -2.89 -0.87 -0.76
C -1.59 1.67 0.34
C -0.22 2.46 0.35
C 0.78 1.99 1.45
F 0.17 1.94 2.73
F 1.76 3.04 1.55
Ga 1.83 0.25 0.97
C 0.62 -1.42 1.25
C -0.06 -1.24 2.67
C -0.60 -2.57 3.31
O -1.68 -3.07 2.50
P 3.63 -0.09 2.49
N 4.92 -0.78 1.79
C -0.48 0.28 -2.31
C 0.04 -1.10 -2.34
C 1.24 -1.40 -3.10
C 1.96 -0.38 -3.86
C 1.44 0.97 -3.87
C 0.25 1.27 -3.10
H -3.00 2.83 -2.39
H -4.25 1.78 -1.62
H -3.61 1.29 -3.22
H -3.60 -1.25 -1.55
H -3.49 -0.67 0.17
H -2.16 -1.68 -0.52
H -1.65 0.92 1.16
H -2.41 2.43 0.50
H 0.31 2.48 -0.63
H -0.46 3.54 0.59
H 2.44 0.31 -0.50
H -0.17 -1.49 0.44
H 1.24 -2.36 1.19
H -0.89 -0.48 2.62
H 0.74 -0.82 3.34
H -1.03 -2.28 4.32
H 0.23 -3.29 3.47
H -2.12 -2.34 2.04
H 3.99 1.15 3.12
H 3.13 -0.97 3.52
H 5.09 -1.69 2.24
H -0.45 -1.93 -1.78
H 1.62 -2.44 -3.10
H 2.89 -0.63 -4.42
H 1.94 1.81 -4.42
H -0.15 2.31 -3.08
*
```

Here is what Löwdin gives for the atomic charges, in e: C -0.205; Si 0.574; C -0.192; C -0.232; C -0.205; C -0.488; F -0.061; F -0.090; Ga 0.350; C -0.279; C -0.292; C -0.272; O -0.111; P 0.498; N -0.461; C -0.240; C -0.093; C -0.088; C -0.086; C -0.090; C -0.113; H 0.029; H 0.036; H 0.033; H 0.032; H 0.039; H 0.007; H 0.058; H 0.080; H 0.084; H 0.112; H -0.051; H 0.002; H 0.058; H 0.085; H 0.072; H 0.107; H 0.115; H 0.064; H -0.081; H -0.065; H -0.100; H 0.083; H 0.095; H 0.093; H 0.095; H 0.095

---

Entry 3:
The following is a DFT calculation (ωB97M-V with the def2-TZVPD basis set) of a structure of composition C18H22F5N3O4Pd in a non-equilibrium geometry.

## Properties
Kohn-Sham gap (alpha / beta) (eV): 3.21 / 3.19

Structure (ORCA input):
```
! wB97M-V def2-TZVPD RIJCOSX def2/J DEFGRID3
* xyz 2 1
Pd -1.25 0.15 -0.81
C -3.76 -3.47 -2.58
C -2.95 -2.40 -2.18
N -2.25 -1.54 -1.86
H -4.78 -3.32 -2.22
H -3.38 -4.40 -2.18
H -3.78 -3.53 -3.67
O -1.52 -0.73 1.24
C -1.06 0.29 1.80
O -0.57 1.22 1.13
C -1.10 0.39 3.30
C -1.13 -0.80 4.05
C -1.14 -0.80 5.43
C -1.15 0.45 6.05
O -1.16 0.76 7.34
C -1.18 2.16 7.43
O -1.17 2.68 6.13
C -1.14 1.66 5.28
C -1.11 1.64 3.90
H -1.14 -1.74 3.52
H -1.15 -1.71 6.02
H -0.30 2.51 8.00
H -2.08 2.49 7.97
H -1.10 2.55 3.31
F -2.14 1.77 -2.71
C -1.83 2.20 -1.44
F -1.03 3.26 -1.56
C -3.12 2.45 -0.66
F -2.87 2.94 0.55
F -4.05 3.17 -1.25
F -3.65 1.19 -0.44
C 3.62 -2.05 -3.86
C 3.81 -1.47 -2.45
N 2.93 -0.35 -2.19
C 3.40 0.97 -2.58
C 2.87 1.43 -3.94
C 1.69 -0.53 -1.72
C 1.25 -1.89 -1.27
N 0.82 0.43 -1.61
H 4.19 -2.98 -3.94
H 4.00 -1.37 -4.62
H 2.58 -2.26 -4.07
H 4.84 -1.13 -2.35
H 3.64 -2.25 -1.71
H 4.49 0.93 -2.63
H 3.13 1.69 -1.80
H 3.20 0.77 -4.73
H 3.26 2.42 -4.15
H 1.79 1.47 -3.96
H 1.93 -2.28 -0.51
H 1.23 -2.59 -2.10
H 0.25 -1.82 -0.83
H 1.11 1.38 -1.85
*
```

Here is what Löwdin gives for the atomic charges, in e: Pd 1.049; C -0.013; C -0.175; N 0.136; H 0.115; H 0.114; H 0.116; O -0.001; C -0.575; O 0.068; C -0.090; C 0.041; C 0.067; C -0.138; O 0.130; C -0.098; O 0.109; C -0.147; C 0.094; H 0.132; H 0.141; H 0.169; H 0.169; H 0.143; F 0.093; C -0.255; F 0.180; C -0.564; F 0.191; F 0.242; F 0.100; C -0.046; C -0.185; N -0.070; C -0.181; C -0.050; C -0.387; C 0.008; N 0.098; H 0.088; H 0.072; H 0.075; H 0.130; H 0.112; H 0.130; H 0.125; H 0.072; H 0.089; H 0.067; H 0.104; H 0.098; H 0.039; H 0.069

---

Entry 4:
The following is a DFT calculation (ωB97M-V with the def2-TZVPD basis set) of the molecule C5H8O2.

## Properties
Energy relative to the best compared isomer or geometry (same formula, charge and spin) (kcal/mol): 139.9
Kohn-Sham gap (eV): 9.22

Structure (ORCA input):
```
! wB97M-V def2-TZVPD RIJCOSX def2/J DEFGRID3
* xyz 0 1
C -1.65 -0.04 0.87
C -1.00 0.04 -0.49
O -0.24 1.16 -0.83
C 1.20 1.13 -0.66
C 1.87 -0.17 -0.51
O 0.69 -0.66 1.20
C -0.52 -0.96 0.55
H -1.42 0.77 1.56
H -2.66 -0.45 0.96
H -1.56 -0.37 -1.33
H 1.45 1.83 0.14
H 1.65 1.52 -1.59
H 1.29 -0.87 -1.14
H 1.53 -1.07 0.82
H -0.71 -2.03 0.38
*
```

Here is what Löwdin gives for the atomic charges, in e: C -0.023; C -0.280; O -0.093; C -0.282; C 0.118; O -0.046; C -0.301; H 0.125; H 0.108; H 0.148; H 0.120; H 0.139; H 0.054; H 0.064; H 0.150

---

| no. | M (g/mol) |
| --- | --- |
| 1 | 111.10 |
| 2 | 391.15 |
| 3 | 545.80 |
| 4 | 100.12 |